# 1
{
  "formula": "C30H42ClGeO2PSe3SiV",
  "method": "wB97M-V/def2-TZVPD",
  "species": ["C", "C", "H", "P", "C", "H", "C", "C", "H", "H", "C", "C", "C", "C", "O", "C", "C", "H", "C", "H", "H", "C", "Se", "H", "H", "H", "H", "C", "H", "H", "C", "H", "C", "C", "C", "Se", "H", "Ge", "H", "H", "C", "H", "H", "C", "H", "H", "H", "H", "H", "C", "C", "C", "H", "C", "Si", "H", "H", "H", "Se", "H", "O", "C", "C", "H", "H", "H", "H", "H", "C", "C", "H", "H", "H", "Cl", "C", "V", "H", "H", "C", "H", "H", "H"],
  "coordinates": [[-1.076103, 5.026269, -0.055652], [-0.542867, 1.918979, -4.912065], [6.675836, -1.330664, 0.679386], [-0.356896, -1.314792, 2.667230], [0.221091, -5.273661, 3.478575], [-5.108036, -2.051118, 3.621081], [-2.066034, 0.251334, 4.246990], [6.076368, -0.436487, 0.775532], [-0.222649, 5.049229, 0.623067], [-5.331422, -0.068949, 5.077408], [-3.289938, 0.537199, 4.834852], [1.008564, -5.228113, 4.619673], [4.729767, -0.443927, 0.471632], [-4.255704, -1.408131, 3.796398], [1.987921, -0.319578, -0.220214], [-4.379423, -0.291614, 4.613524], [-3.038823, -1.700435, 3.204341], [-2.935881, -2.563804, 2.558148], [-1.606228, 1.229891, -4.058345], [-4.700412, 4.158104, -0.283914], [0.280471, -4.916861, -4.936143], [2.574568, 0.749027, 0.197549], [1.141632, 0.226036, 3.010499], [0.425111, 1.435365, -4.739975], [-4.189223, 2.466195, -0.287391], [-1.209739, 0.893171, 4.414044], [-0.444247, 2.960808, -4.593547], [1.305250, -3.054732, -4.523116], [1.325618, -6.149325, 5.090589], [2.056509, -3.482340, -3.853406], [-1.317052, 1.291505, -2.560339], [1.737906, -3.043394, -5.525781], [5.926261, 1.909425, 1.361614], [-3.858053, 3.488863, -0.469850], [1.026551, -1.608909, -4.104332], [-1.214740, 1.781575, 0.813777], [4.248362, -1.351952, 0.134009], [0.399737, 0.371359, -2.061645], [0.289988, -1.172031, -4.786868], [-0.095577, 2.339760, -6.993609], [1.397755, -4.008103, 5.153447], [-1.425003, 6.050750, -0.201617], [-1.703903, 0.187055, -4.376563], [0.056448, -3.933294, -4.524441], [6.404851, 2.812795, 1.712976], [-2.102828, 0.797421, -1.986894], [-1.237283, 2.320771, -2.205883], [1.946792, -1.025863, -4.207975], [-3.581071, 3.577030, -1.521057], [4.579943, 1.899294, 1.058405], [0.522039, -1.509652, -2.661878], [0.995154, -2.826461, 4.552635], [1.198701, -2.038215, -1.987996], [6.670459, 0.746103, 1.201660], [-2.411112, 3.909201, 0.652785], [2.020800, -3.973701, 6.037369], [-0.467618, -1.958138, -2.553716], [-3.391705, 1.405510, 5.473301], [-0.741093, -1.671512, 0.540489], [-0.332543, -4.077828, -3.515835], [1.875927, 1.794328, 0.257746], [3.982201, 0.725031, 0.601615], [-2.858175, 4.184883, 2.453700], [1.302995, -1.873185, 4.960941], [-3.448938, 5.094738, 2.575962], [-3.437683, 3.340480, 2.830382], [-0.974622, 0.831230, -6.734368], [-1.818225, 2.377911, -6.600272], [-1.945014, -0.870378, 3.438075], [-0.185857, -4.097236, 2.869383], [-2.574686, 1.707443, -4.241190], [-0.074485, -6.225437, 3.057588], [-0.786279, -4.128155, 1.969398], [8.359116, 0.772950, 1.528880], [-0.876314, 1.865470, -6.399713], [0.460542, 0.433984, 0.498700], [-0.728386, -3.482581, -5.135842], [-0.729146, 4.644704, -1.016757], [0.196553, -2.875340, 3.413251], [-1.956085, 4.273501, 3.060297], [3.975275, 2.788521, 1.170543], [1.644068, 1.160700, -2.521252]],
  "atomic_forces_ev_per_a": [[-0.376, -0.111, 0.174], [-0.162, -0.131, -0.078], [-0.011, 0.002, -0.015], [-0.161, -0.435, 0.650], [-0.046, -0.020, -0.018], [0.005, 0.003, 0.007], [0.002, -0.029, 0.001], [0.090, -0.017, 0.009], [-0.015, -0.004, 0.021], [0.007, 0.006, 0.002], [-0.048, 0.036, 0.050], [0.011, -0.044, -0.006], [-0.078, 0.005, 0.021], [-0.002, -0.072, -0.044], [1.718, -0.759, -0.646], [-0.011, 0.029, -0.006], [0.001, 0.069, 0.052], [-0.052, -0.021, 0.013], [0.222, 0.066, -0.028], [0.015, 0.027, 0.019], [-0.038, -0.010, 0.011], [2.739, 0.791, -0.193], [-0.093, -0.392, -0.286], [0.045, 0.077, -0.024], [-0.026, 0.015, 0.042], [-0.009, -0.002, 0.000], [0.073, -0.013, 0.045], [-0.157, 0.026, -0.036], [0.009, 0.010, -0.001], [0.037, 0.011, -0.026], [0.252, -0.299, 0.125], [0.043, -0.012, 0.017], [0.041, 0.104, 0.042], [0.315, 0.167, 0.198], [0.039, 0.017, 0.059], [-1.717, 1.700, 0.003], [0.020, 0.001, -0.020], [-0.631, -0.121, -1.751], [0.044, 0.014, -0.035], [-0.034, 0.001, -0.031], [0.019, 0.044, 0.058], [-0.049, -0.006, 0.013], [-0.067, 0.006, -0.013], [0.141, 0.062, -0.004], [0.029, -0.023, -0.012], [0.022, 0.032, 0.042], [0.027, 0.002, 0.005], [-0.019, 0.015, -0.048], [0.033, -0.012, 0.009], [-0.090, -0.130, -0.018], [-0.113, 0.321, 0.210], [-0.097, -0.096, -0.021], [-0.013, 0.031, 0.030], [-0.186, -0.005, -0.027], [0.494, -0.500, -0.066], [-0.009, -0.013, -0.003], [0.000, -0.008, -0.004], [0.012, -0.006, -0.008], [-0.040, -0.641, 0.033], [-0.042, -0.013, -0.012], [0.475, 0.085, -0.027], [-0.003, -0.023, -0.184], [0.124, -0.078, -0.397], [0.034, 0.003, 0.023], [-0.008, 0.013, -0.025], [-0.036, 0.009, -0.029], [-0.017, 0.005, -0.036], [-0.004, -0.013, -0.041], [0.291, -0.044, -0.118], [-0.003, 0.046, 0.054], [-0.025, -0.066, -0.015], [0.008, 0.000, 0.008], [0.008, -0.042, -0.011], [0.064, -0.009, 0.051], [0.084, 0.003, 0.145], [-3.018, 0.143, 2.043], [-0.030, -0.031, 0.009], [-0.042, -0.022, -0.010], [-0.017, 0.216, -0.093], [0.010, 0.029, -0.019], [0.050, 0.048, -0.023], [-0.056, -0.021, 0.213]],
  "mulliken_spin": [-0.002, 0.013, 0.000, 0.040, -0.001, 0.000, -0.005, -0.003, 0.000, 0.000, 0.003, 0.000, 0.002, -0.001, -0.046, -0.001, -0.001, 0.002, -0.024, 0.000, 0.000, 0.022, 0.093, -0.010, 0.002, 0.001, 0.001, 0.006, 0.000, 0.000, 0.093, 0.000, -0.002, -0.004, 0.014, -0.288, 0.003, 0.256, 0.001, 0.000, 0.002, -0.001, 0.000, 0.000, 0.000, 0.003, 0.011, -0.004, 0.000, 0.000, 0.013, 0.000, -0.001, 0.006, -0.006, 0.000, -0.006, 0.000, -0.029, 0.000, -0.040, -0.018, -0.007, -0.001, -0.001, 0.001, 0.000, 0.001, 0.001, -0.004, 0.007, 0.000, 0.002, 0.001, 0.000, 1.887, 0.000, 0.001, 0.014, -0.001, 0.002, 0.006],
  "multiplicity": 3,
  "orbital_gap_ev": [6.57, 6.31],
  "total_energy_ha": -12634.97986,
  "charge": 1
}

---

# 2
{
  "formula": "C30H42MoN4OP2",
  "method": "wB97M-V/def2-TZVPD",
  "species": ["C", "H", "N", "C", "C", "H", "H", "N", "O", "P", "C", "H", "H", "C", "C", "C", "N", "H", "C", "H", "H", "H", "H", "C", "C", "H", "H", "C", "C", "H", "Mo", "H", "C", "H", "H", "H", "C", "H", "C", "C", "H", "H", "P", "H", "H", "C", "H", "C", "H", "H", "C", "C", "C", "H", "H", "C", "H", "H", "N", "C", "C", "C", "H", "C", "H", "H", "C", "H", "C", "H", "C", "H", "H", "H", "H", "H", "H", "C", "H", "H"],
  "coordinates": [[-1.956532, 0.409755, -6.458353], [-1.915530, 1.551809, -0.754730], [2.761853, 0.853113, -3.214170], [4.633913, 1.901901, -3.857484], [2.638419, 2.209844, -2.907382], [-1.398751, -0.697961, -8.225411], [5.574666, 2.140629, -4.280829], [-2.054943, 0.326848, -2.397577], [-1.971847, -0.377052, 0.121152], [-1.095819, -1.283055, -1.659271], [-2.968070, 1.787653, -3.854763], [0.441027, 0.170594, -0.167897], [0.646378, -0.948101, -4.795394], [0.673439, -1.372548, -3.777891], [4.070871, -2.354409, -0.264805], [2.706817, -2.838776, -1.985549], [2.499608, -1.491743, -1.719957], [-0.714536, -2.991051, -3.292690], [3.820429, 2.859655, -3.196778], [0.027920, 1.722660, -0.939887], [1.135903, 2.456635, -7.898304], [4.805079, -2.393107, 0.538051], [-3.077191, 1.788114, 1.612630], [-3.006197, 0.753026, 2.036274], [-2.888389, -2.771568, -0.315057], [1.733747, 2.579392, -2.450067], [-2.091806, -2.813619, 0.392053], [0.683111, 1.847002, -5.803206], [-1.077580, -0.606815, -7.166115], [-3.839977, -1.906944, -3.236714], [-0.687572, 1.621851, -3.897188], [0.697234, -0.006794, -8.121189], [-4.226785, -3.053936, -0.196344], [-1.449539, -1.705261, -4.116385], [-3.679964, 2.178896, -4.594267], [1.317384, -2.218284, -4.028545], [-4.829839, -2.727955, -1.441752], [1.644077, 1.503632, -0.662110], [-1.852095, 1.765338, -6.537087], [3.324413, -1.206033, -0.634835], [1.915483, 0.170323, -5.561758], [3.353020, -0.197175, -0.232273], [1.250176, -0.131804, -2.491060], [4.306814, -0.280274, -4.281719], [-5.868745, -2.815368, -1.680198], [-3.780165, -2.263138, -2.255298], [4.022464, 3.878273, -2.944791], [0.414044, -0.329176, -7.112074], [1.094468, 2.451909, -4.910406], [-2.897032, -0.047937, -6.099045], [0.395050, 2.659075, -7.092410], [-1.977815, 1.561220, -1.826532], [-2.570767, 2.482386, -2.697555], [0.527394, 3.716910, -6.884560], [0.042744, -1.014116, 1.973563], [-2.569856, 0.447553, -3.663695], [-2.383508, 3.554775, -2.604621], [-2.818018, 0.831879, 3.138234], [-2.591371, -2.278026, -1.569716], [-1.013237, 2.433186, -7.585963], [0.819899, 0.856551, -0.974501], [-0.706686, -1.900655, -3.354057], [-1.079418, -0.540341, 3.325089], [-1.715724, 0.108445, 1.428240], [-1.351871, -1.584178, -6.735005], [2.200638, -3.359505, -2.770212], [3.669290, -3.389383, -1.147231], [-4.677528, -3.426354, 0.710996], [0.964162, 0.517722, -6.005564], [-1.465714, 3.366457, -7.946181], [3.981884, 0.669552, -3.862501], [-3.025291, -0.429337, -4.143202], [-2.541720, 2.444917, -6.037565], [-0.977060, 1.895103, -8.523248], [0.935987, -1.297022, -7.104749], [4.050167, -4.408252, -1.163809], [-1.610494, -1.888151, 2.231498], [-1.025170, -0.940299, 2.294118], [-3.893130, 0.099237, 1.793232], [-1.017993, 0.978684, 1.240052]],
  "atomic_forces_ev_per_a": [[-0.982, 0.418, -0.787], [0.690, 0.608, 0.084], [-3.268, 0.034, 0.924], [-1.012, -0.689, 0.404], [0.913, 0.054, 0.267], [0.155, 0.183, 0.490], [0.754, -0.225, -0.272], [2.267, -1.551, 0.341], [-0.393, 0.028, 0.577], [-3.580, -0.376, -2.190], [-0.617, 0.140, 0.180], [0.998, 0.503, -0.756], [-0.457, 0.365, 1.433], [-0.892, -0.880, -0.919], [-1.137, 1.859, -0.516], [0.222, -0.835, -0.149], [-0.923, 1.487, 0.620], [0.283, -0.063, 0.337], [-1.262, -0.979, -0.296], [1.267, -1.974, -1.196], [-0.278, -0.280, 0.837], [-0.266, 0.023, -0.333], [-0.477, -0.956, 0.408], [0.699, -0.275, -0.094], [0.438, 0.810, 0.581], [0.150, 0.143, 0.147], [0.192, -0.469, 0.381], [0.998, 0.630, -0.681], [-1.514, 0.165, 0.244], [-0.113, 0.254, -1.115], [-1.376, -1.370, -0.981], [0.203, 0.774, 0.293], [-0.409, 0.199, -0.401], [-0.205, 0.213, -0.109], [0.804, -0.324, 0.269], [0.601, 0.103, 1.168], [1.846, 0.094, 0.443], [0.669, -0.928, 0.074], [-0.785, -0.449, -1.093], [0.807, -0.739, 0.507], [-1.025, -0.160, 0.441], [0.111, -0.313, -0.031], [5.639, -0.849, -1.385], [-0.191, 0.231, 0.367], [-0.194, -0.053, -0.307], [-0.802, -0.244, 1.070], [0.200, 0.335, -0.208], [1.058, -0.759, -0.904], [0.761, -0.651, -1.253], [0.781, 0.512, 0.364], [0.189, 0.762, 0.601], [-1.285, 0.232, -0.038], [1.525, 1.253, 0.333], [0.093, 0.134, 0.292], [-0.849, -0.481, 0.379], [-1.507, -0.968, -0.383], [-1.048, -0.238, 0.258], [-0.567, 0.017, -0.939], [0.673, 0.275, 0.826], [-0.157, 0.312, -0.514], [-1.142, 1.281, 1.875], [0.230, -0.131, -0.366], [0.340, -0.579, -0.390], [-0.460, 0.321, -0.559], [0.406, 0.253, -0.035], [-0.184, -0.061, -0.198], [-0.682, 0.865, -0.279], [-0.145, -0.079, -0.195], [1.421, 1.203, 0.357], [-0.036, -0.012, 0.636], [0.196, 0.464, 0.134], [0.849, 0.729, 0.131], [-0.018, -0.498, -0.413], [-0.109, -0.835, -0.010], [-0.123, 0.135, 0.347], [-0.262, 0.332, -0.119], [0.744, 0.601, 0.173], [-0.090, 0.618, 0.107], [0.848, 0.899, 0.402], [-0.200, -0.579, 0.314]],
  "mulliken_spin": [-0.023, 0.019, 0.012, -0.004, -0.016, 0.002, 0.000, -0.036, 0.516, 0.006, 0.006, 0.019, 0.013, -0.063, 0.001, 0.000, -0.012, -0.004, 0.005, -0.021, 0.001, 0.000, 0.001, 0.022, 0.104, -0.007, 0.030, 0.029, -0.004, 0.016, 1.050, 0.002, 0.041, 0.010, 0.001, -0.013, 0.017, -0.015, 0.060, 0.001, -0.004, 0.000, -0.047, 0.000, -0.001, 0.159, 0.001, 0.006, -0.036, 0.005, 0.028, 0.074, -0.051, -0.001, 0.002, -0.029, -0.005, -0.003, 0.005, -0.007, -0.008, 0.028, -0.005, 0.008, -0.001, 0.000, -0.001, 0.001, 0.006, 0.000, 0.004, 0.017, 0.010, 0.000, 0.001, 0.000, 0.009, 0.014, 0.006, 0.050],
  "multiplicity": 3,
  "orbital_gap_ev": [5.56, 4.16],
  "total_energy_ha": -2212.44786,
  "charge": 2
}

---

charge of number 1 (C30H42ClGeO2PSe3SiV)?
+1

---

What is the multiplicity in the first record?
3

---

Among the records above, which one has the highest charge?
C30H42MoN4OP2